(1)
A structure of composition C10H12NO3P, computed with ωB97M-V/def2-TZVPD.

Geometry (Å):
1 C -0.937 -3.413 0.455
2 C 0.056 -3.132 -0.449
3 C -1.444 -2.325 1.250
4 C 0.712 -1.847 -0.455
5 C -0.910 -1.095 1.153
6 C 0.235 -0.836 0.302
7 C 2.118 0.866 -0.180
8 C -1.098 2.244 0.127
9 C 0.228 1.961 -1.877
10 C 0.640 0.581 0.210
11 N -0.392 1.267 -0.728
12 O 2.680 1.286 0.905
13 O 2.658 0.780 -1.274
14 O 1.247 0.306 2.947
15 P 1.168 1.434 1.947
16 H -1.563 -4.290 0.614
17 H 0.546 -3.829 -1.177
18 H -2.276 -2.564 1.920
19 H 1.552 -1.666 -1.107
20 H -1.245 -0.209 1.715
21 H -0.411 2.902 0.576
22 H -1.912 2.642 -0.373
23 H -1.563 1.648 1.004
24 H 0.923 2.625 -1.473
25 H 0.705 1.409 -2.721
26 H -0.637 2.598 -2.380
27 H -1.081 0.656 -0.930

Output
- Frontier orbital gap: 8.276 eV
- Energy above the lowest of the compared OMol25 structures with the same formula, charge and spin: 0.00 kJ/mol
- Total energy: -27484.354 eV
- 2S+1: 1

Mulliken atomic charge list, values in e, 5 entries: C -0.456; C -0.745; C -0.484; C -0.048; C -0.379

=====

(2)
An isolated molecule of C10H12O, computed with ωB97M-V/def2-TZVPD.

Geometry (Å):
1 C -0.955 -1.712 1.025
2 C -1.511 -0.720 0.297
3 C -2.899 -0.728 0.003
4 C -3.490 0.503 -0.136
5 C -2.727 1.663 0.098
6 C -1.375 1.693 0.047
7 C -0.724 0.432 0.047
8 C 0.656 0.186 0.030
9 C 1.305 -0.923 -0.688
10 O 1.511 1.302 0.340
11 C 2.877 1.051 0.444
12 H 0.062 -1.625 1.503
13 H -1.644 -2.406 1.409
14 H -3.410 -1.584 -0.180
15 H -4.470 0.488 -0.461
16 H -3.350 2.485 0.175
17 H -0.763 2.578 0.267
18 H 2.192 -0.702 -1.308
19 H 0.555 -1.261 -1.434
20 H 1.389 -1.757 0.115
21 H 3.290 1.807 0.990
22 H 3.372 1.228 -0.580
23 H 2.928 0.129 0.977

Output
- Frontier orbital gap (alpha / beta): 6.911 / 6.729 eV
- Energy above the lowest of the compared OMol25 structures with the same formula, charge and spin: 413.84 kJ/mol
- Total energy: -12607.787 eV
- 2S+1: 1

Mulliken atomic charge list, values in e, 5 entries: C -1.282; C 0.594; C -0.853; C -0.423; C -0.669

=====

(3)
A structure of composition C10H12O2, computed with ωB97M-V/def2-TZVPD.

Geometry (Å):
1 C -2.068 0.814 0.475
2 C -1.054 1.880 0.184
3 C -1.847 -0.463 0.288
4 C 0.256 1.544 0.049
5 C 2.033 -0.195 -0.164
6 C -0.484 -1.000 0.035
7 C 0.596 0.145 -0.020
8 C 1.398 2.568 -0.148
9 C -0.460 -1.604 -1.378
10 C -0.014 -2.053 1.080
11 O 2.818 -0.509 -0.974
12 O 1.993 -0.216 1.087
13 H -3.083 1.064 0.641
14 H -1.321 2.902 0.094
15 H -2.586 -1.278 0.285
16 H 1.495 2.754 -1.218
17 H 2.372 2.246 0.216
18 H 1.127 3.531 0.304
19 H 0.514 -1.946 -1.616
20 H -0.871 -0.924 -2.086
21 H -1.182 -2.362 -1.320
22 H 0.881 -2.500 0.901
23 H -0.736 -2.845 1.238
24 H 0.223 -1.554 2.045

Output
- Frontier orbital gap: 8.377 eV
- Energy above the lowest of the compared OMol25 structures with the same formula, charge and spin: 213.84 kJ/mol
- Total energy: -14657.095 eV
- 2S+1: 1

Mulliken atomic charge list, values in e, 5 entries: C -0.607; C -0.548; C -0.911; C 0.713; C -0.027

=====

(4)
An isolated molecule of C10H12O2, computed with ωB97M-V/def2-TZVPD.

Geometry (Å):
1 C 2.915 0.329 0.047
2 C 1.202 -0.785 -1.638
3 C 0.548 -1.889 -0.893
4 C 1.654 0.158 -0.494
5 C 1.036 -0.217 0.963
6 C 0.466 0.913 0.212
7 C 0.391 -1.548 0.540
8 C -0.833 0.962 -0.510
9 C 0.965 2.230 0.782
10 C -0.706 -2.054 1.401
11 O 3.905 0.343 0.694
12 O 1.229 -2.545 0.150
13 H 2.076 -0.954 -2.243
14 H 0.393 -0.404 -2.171
15 H -0.113 -2.497 -1.423
16 H -0.724 1.354 -1.462
17 H -1.505 1.416 0.258
18 H -1.330 -0.017 -0.535
19 H 0.479 2.355 1.717
20 H 0.866 2.900 -0.069
21 H 2.050 2.143 0.966
22 H -1.187 -1.139 1.867
23 H -0.143 -2.789 2.022
24 H -1.509 -2.637 0.822

Output
- Frontier orbital gap: 8.091 eV
- Energy above the lowest of the compared OMol25 structures with the same formula, charge and spin: 561.89 kJ/mol
- Total energy: -14653.488 eV
- 2S+1: 1

Mulliken atomic charge list, values in e, 5 entries: C 0.363; C -1.298; C -0.572; C 0.242; C -1.584

=====

(5)
A structure of composition C10H13BiN2O6, computed with ωB97M-V/def2-TZVPD.

Geometry (Å):
1 O -0.024 4.152 -2.235
2 C -0.025 3.069 -2.591
3 Bi 0.013 -0.246 -2.869
4 C 0.031 -2.587 -2.731
5 O 0.009 -3.718 -2.525
6 C -0.024 -0.301 -5.115
7 O -0.114 -1.117 -5.978
8 C 2.620 -0.045 -2.815
9 O 3.758 0.013 -2.746
10 C -2.601 -0.077 -2.815
11 O -3.738 -0.053 -2.778
12 H 0.085 0.870 -5.093
13 C -2.355 0.148 1.004
14 N -1.199 0.079 1.879
15 C -1.441 0.061 3.310
16 C 0.000 0.010 1.237
17 O -0.002 0.010 -0.023
18 N 1.201 -0.061 1.875
19 C 1.445 -0.071 3.306
20 C 2.354 -0.131 0.998
21 H -3.246 0.205 1.634
22 H -2.418 -0.739 0.361
23 H -2.308 1.029 0.353
24 H -1.058 -0.857 3.774
25 H -1.005 0.939 3.805
26 H -2.525 0.091 3.444
27 H 1.009 -0.957 3.785
28 H 2.529 -0.105 3.438
29 H 1.065 0.839 3.788
30 H 2.291 -1.001 0.331
31 H 2.428 0.765 0.368
32 H 3.245 -0.212 1.624

Output
- Frontier orbital gap: 4.952 eV
- Total charge: +2
- Total energy: -31663.986 eV
- 2S+1: 1

Mulliken atomic charge list, values in e, 5 entries: O -0.078; C 0.068; Bi 1.419; C 0.288; O -0.033

=====

(6)
The ion C10H13BrNOS with charge +1, computed with ωB97M-V/def2-TZVPD.

Geometry (Å):
1 C -3.065 -0.620 -0.419
2 C -1.974 0.194 -0.743
3 C -2.970 -2.060 -0.444
4 C -0.790 -1.850 -1.460
5 C -0.773 -0.483 -1.201
6 C -1.928 -2.595 -1.085
7 C 0.908 -0.356 1.452
8 C 0.675 1.154 1.703
9 C 0.446 1.782 -0.742
10 C 0.425 0.425 -1.311
11 N 1.747 -0.395 0.319
12 O -0.036 1.821 0.558
13 S 1.513 0.191 -2.659
14 Br -1.888 -4.423 -1.496
15 H -3.983 -0.137 -0.043
16 H -1.929 1.276 -0.482
17 H -3.807 -2.676 -0.209
18 H 0.121 -2.468 -1.599
19 H 1.359 -0.853 2.298
20 H -0.030 -0.877 1.195
21 H -0.028 1.394 2.470
22 H 1.623 1.689 2.022
23 H 1.401 2.241 -0.694
24 H -0.307 2.255 -1.484
25 H 2.349 0.382 0.254
26 H 2.249 -1.228 0.101
27 H 1.186 -1.103 -3.070

Output
- Frontier orbital gap: 7.664 eV
- Total charge: +1
- Energy above the lowest of the compared OMol25 structures with the same formula, charge and spin: 118.41 kJ/mol
- Total energy: -94987.070 eV
- 2S+1: 1

Mulliken atomic charge list, values in e, 5 entries: C -0.531; C -0.504; C -0.580; C -0.131; C 0.509

=====

(7)
An isolated molecule of C10H13BrO, computed with ωB97M-V/def2-TZVPD.

Geometry (Å):
1 C -1.447 1.449 0.202
2 C -0.604 0.387 -0.402
3 C -0.253 0.756 -1.826
4 C -1.199 -1.010 -0.461
5 C -0.006 -1.907 -0.323
6 C 1.302 -1.147 -0.219
7 C 0.663 0.158 0.517
8 C 1.684 1.231 0.705
9 C 0.192 -0.545 1.720
10 O 0.501 -0.467 2.842
11 C -0.880 -1.687 0.894
12 Br -1.823 -3.109 1.827
13 H -0.798 2.363 0.256
14 H -1.806 1.241 1.285
15 H -2.412 1.655 -0.462
16 H 0.667 0.199 -1.989
17 H -0.095 1.909 -1.905
18 H -1.072 0.440 -2.465
19 H -2.129 -1.252 -0.991
20 H -0.066 -2.883 -0.812
21 H 2.040 -1.638 0.391
22 H 1.669 -0.950 -1.114
23 H 1.687 1.461 1.832
24 H 1.389 2.204 0.145
25 H 2.798 1.139 0.355

Output
- Frontier orbital gap: 9.820 eV
- Energy above the lowest of the compared OMol25 structures with the same formula, charge and spin: 0.00 kJ/mol
- Total energy: -82668.412 eV
- 2S+1: 1

Mulliken atomic charge list, values in e, 5 entries: C -1.558; C 1.737; C -1.307; C -0.664; C -0.051

=====

(8)
An isolated molecule of C10H13BrSi, computed with ωB97M-V/def2-TZVPD.

Geometry (Å):
1 C -2.664 1.280 1.576
2 C -2.118 0.637 0.561
3 Br -3.054 -0.877 -0.180
4 Si -0.454 0.990 -0.304
5 C 0.388 2.458 0.567
6 C -0.826 1.390 -2.126
7 C 0.563 -0.596 -0.102
8 C 0.817 -1.098 1.173
9 C 1.537 -2.265 1.352
10 C 2.018 -2.956 0.252
11 C 1.774 -2.473 -1.022
12 C 1.054 -1.304 -1.194
13 H -3.610 1.006 2.016
14 H -2.159 2.128 2.007
15 H -0.211 3.360 0.496
16 H 0.561 2.253 1.619
17 H 1.351 2.666 0.113
18 H -1.437 2.284 -2.211
19 H 0.089 1.564 -2.684
20 H -1.363 0.578 -2.608
21 H 0.438 -0.569 2.036
22 H 1.721 -2.638 2.349
23 H 2.578 -3.869 0.389
24 H 2.144 -3.010 -1.883
25 H 0.865 -0.939 -2.193

Output
- Frontier orbital gap: 10.148 eV
- Energy above the lowest of the compared OMol25 structures with the same formula, charge and spin: 0.00 kJ/mol
- Total energy: -88501.495 eV
- 2S+1: 1

Mulliken atomic charge list, values in e, 5 entries: C -0.652; C 0.152; Br -0.172; Si 0.287; C -1.161